Below is a structure of composition C39H105F6O14PV in a non-equilibrium geometry, with properties calculated with ωB97M-V with the def2-TZVPD basis set.

As for the spin multiplicity: 4. Its LUMO energy (alpha / beta) is 0.34 / 0.34 eV. The molecular weight is 994.2 g/mol. The total energy comes out at -122099.279 eV. Its HOMO energy (alpha / beta) is -7.69 / -9.34 eV.

Each line ends with the Löwdin spin population.
Atoms and positions in Å:
V (3.17776, 0.65657, -1.17052)  2.81
O (4.63582, 2.03594, -1.49816)  0.04
H (5.51755, 1.82176, -1.73622)  0.00
P (-0.03921, -1.19807, 0.16508)  0.00
F (-0.36753, 0.12051, 1.02355)  0.00
F (-1.01659, -2.24235, 0.95943)  0.00
F (-1.23952, -0.70433, -0.87577)  0.00
F (0.42091, -2.39149, -0.83156)  0.00
F (1.04286, -0.25219, -0.73654)  0.02
F (1.15329, -1.56586, 1.17621)  0.00
C (-3.11961, 4.96741, -4.28612)  0.00
C (-4.15154, 3.85713, -4.68114)  0.00
C (-3.53335, 2.48406, -4.26176)  0.00
O (-5.35984, 4.15482, -3.97928)  0.00
H (-2.99137, 5.08285, -3.16597)  0.00
H (-3.46690, 5.95139, -4.57472)  0.00
H (-2.09261, 4.84175, -4.62535)  0.00
H (-4.43209, 3.93442, -5.75143)  0.00
H (-4.21945, 1.66128, -4.50000)  0.00
H (-3.32003, 2.55018, -3.16943)  0.00
H (-2.63908, 2.30409, -4.81816)  0.00
H (-5.20288, 3.87288, -3.07770)  0.00
C (-0.83971, 3.83357, 2.10892)  0.00
C (-2.15273, 3.75698, 2.82142)  0.00
C (-2.07841, 4.43065, 4.22832)  0.00
O (-3.10567, 4.24878, 1.89064)  0.00
H (-0.90993, 3.70742, 1.06225)  0.00
H (-0.16361, 2.99994, 2.38472)  0.00
H (-0.43585, 4.79958, 2.32435)  0.00
H (-2.49417, 2.70215, 3.02469)  0.00
H (-1.98273, 5.50063, 4.23905)  0.00
H (-1.20834, 3.96675, 4.72158)  0.00
H (-2.91576, 4.05505, 4.85308)  0.00
H (-3.99657, 4.41934, 2.17436)  0.00
C (4.15969, -1.73385, -4.80613)  0.00
C (3.98310, -0.37220, -4.09030)  0.00
C (3.34176, 0.70175, -4.92291)  0.00
O (3.16254, -0.65930, -2.96030)  0.02
H (5.08940, -1.80618, -5.43185)  0.00
H (3.29483, -1.92918, -5.44424)  0.00
H (4.25261, -2.55318, -4.10876)  0.00
H (4.94882, -0.00024, -3.61259)  0.00
H (2.30935, 0.50622, -5.18519)  0.00
H (3.76448, 0.90613, -5.91061)  0.00
H (3.20584, 1.62182, -4.37999)  0.00
H (2.30357, -0.93876, -3.24315)  0.00
C (5.78272, -1.85467, 1.32343)  0.00
C (5.57295, -0.83881, 0.10299)  0.00
C (6.63966, -1.11586, -1.00425)  0.00
O (4.27289, -0.98216, -0.48896)  0.03
H (4.94314, -1.72293, 2.01457)  0.00
H (6.64474, -1.47555, 1.80934)  0.00
H (5.86305, -2.85685, 0.92174)  0.00
H (5.69925, 0.20225, 0.40703)  0.00
H (6.51117, -2.20917, -1.32018)  0.00
H (7.69257, -0.99455, -0.67583)  0.00
H (6.53216, -0.44178, -1.87197)  0.00
H (4.01993, -1.93317, -0.64778)  0.00
C (-0.93744, 0.80420, 4.57729)  0.00
C (0.07506, -0.29739, 4.74857)  0.00
C (-0.61897, -1.70276, 4.66464)  0.00
O (1.13265, -0.20301, 3.84330)  0.00
H (-1.53635, 1.07532, 5.47011)  0.00
H (-1.63507, 0.53965, 3.76779)  0.00
H (-0.42954, 1.68390, 4.25394)  0.00
H (0.56789, -0.35789, 5.76447)  0.00
H (-1.00930, -1.84939, 3.67300)  0.00
H (-1.41233, -1.78862, 5.45142)  0.00
H (0.12169, -2.44727, 4.89697)  0.00
H (0.77710, -0.44961, 2.98031)  0.00
C (-6.26618, 1.51088, -1.46842)  0.00
C (-5.21904, 2.04379, -0.51935)  0.00
C (-4.04208, 1.08281, -0.31683)  0.00
O (-4.74579, 3.34395, -0.93549)  0.00
H (-6.76267, 0.60123, -1.04511)  0.00
H (-5.82986, 1.15139, -2.38883)  0.00
H (-7.05570, 2.24078, -1.65154)  0.00
H (-5.71262, 2.20248, 0.47577)  0.00
H (-3.42899, 0.92038, -1.26916)  0.00
H (-4.29417, 0.12907, 0.15737)  0.00
H (-3.33245, 1.62699, 0.37412)  0.00
H (-4.05362, 3.58463, -0.35208)  0.00
C (4.26702, -2.76535, 4.57110)  0.00
C (3.13879, -3.63543, 5.13616)  0.00
C (2.21632, -4.00720, 4.03744)  0.00
O (3.82611, -4.77703, 5.65657)  0.00
H (4.73651, -3.36316, 3.82098)  0.00
H (5.01404, -2.46915, 5.29211)  0.00
H (3.91708, -1.86729, 3.98217)  0.00
H (2.63505, -3.08151, 5.91540)  0.00
H (2.88760, -4.57493, 3.34087)  0.00
H (1.93417, -3.11427, 3.56526)  0.00
H (1.37598, -4.69206, 4.36917)  0.00
H (4.17103, -4.59207, 6.56689)  0.00
C (4.26369, 1.88706, 2.87067)  0.00
C (3.01653, 2.29296, 2.05256)  0.00
C (2.62314, 3.83729, 2.08997)  0.00
O (3.25606, 1.87259, 0.68628)  0.03
H (5.20272, 1.92802, 2.33430)  0.00
H (4.00013, 0.85417, 3.15676)  0.00
H (4.30471, 2.45252, 3.85922)  0.00
H (2.14937, 1.65262, 2.37228)  0.00
H (2.41440, 4.05995, 3.10857)  0.00
H (1.68330, 3.97446, 1.56345)  0.00
H (3.34046, 4.57511, 1.71382)  0.00
H (3.88116, 2.43841, 0.24973)  0.00
C (1.75009, -5.23052, -0.27695)  0.00
C (3.08699, -4.78123, -0.71394)  0.00
C (3.25130, -4.81219, -2.21777)  0.00
O (3.23634, -3.40622, -0.28563)  0.00
H (1.69678, -5.10945, 0.81103)  0.00
H (1.70247, -6.31711, -0.41642)  0.00
H (0.98980, -4.68157, -0.77722)  0.00
H (3.85606, -5.35804, -0.14846)  0.00
H (4.26454, -4.55764, -2.54478)  0.00
H (2.61346, -4.08903, -2.66236)  0.00
H (3.01694, -5.75844, -2.59278)  0.00
H (3.10883, -3.46383, 0.66779)  0.00
C (-5.11595, 1.39770, 3.82167)  0.00
C (-4.54226, 0.05744, 3.30363)  0.00
C (-4.66956, -1.06369, 4.36813)  0.00
O (-5.48845, -0.25253, 2.31303)  0.00
H (-4.51740, 1.77890, 4.65862)  0.00
H (-6.07755, 1.08568, 4.27585)  0.00
H (-5.26408, 2.14668, 3.05142)  0.00
H (-3.52902, 0.05808, 2.89067)  0.00
H (-3.86972, -0.89448, 5.07949)  0.00
H (-4.53209, -2.09579, 3.97114)  0.00
H (-5.61407, -0.93122, 4.89004)  0.00
H (-5.12470, -0.90675, 1.72178)  0.00
C (-4.17838, -2.44609, -1.80405)  0.00
C (-4.79903, -2.79464, -0.48038)  0.00
C (-4.72516, -4.23130, -0.26765)  0.00
O (-4.12874, -2.07917, 0.59800)  0.00
H (-3.16585, -2.93717, -1.77959)  0.00
H (-4.07973, -1.39663, -1.99198)  0.00
H (-4.88613, -2.85625, -2.58085)  0.00
H (-5.81570, -2.36776, -0.42992)  0.00
H (-5.19851, -4.62248, 0.65499)  0.00
H (-3.66230, -4.49740, -0.24813)  0.00
H (-5.20462, -4.69782, -1.18678)  0.00
H (-3.17700, -2.12249, 0.49205)  0.00
C (1.50220, 4.60045, -2.32603)  0.00
C (1.18932, 3.25867, -1.69341)  0.00
C (-0.19986, 2.70243, -2.10066)  0.00
O (2.09699, 2.29196, -2.32953)  0.02
H (1.22697, 4.77409, -3.36568)  0.00
H (2.62138, 4.73021, -2.36986)  0.00
H (1.12421, 5.39085, -1.72288)  0.00
H (1.25424, 3.20314, -0.64420)  0.00
H (-0.21869, 2.58454, -3.16741)  0.00
H (-1.01099, 3.42961, -1.85514)  0.00
H (-0.42866, 1.69628, -1.75960)  0.00
H (3.08602, 2.50259, -2.11333)  0.00
C (-0.93146, -2.91687, -4.33996)  0.00
C (-0.14353, -1.60412, -4.65110)  0.00
C (-1.11294, -0.43333, -5.07741)  0.00
O (0.63801, -1.12058, -3.54654)  0.00
H (-1.73331, -3.15732, -5.00931)  0.00
H (-1.42849, -2.97724, -3.39070)  0.00
H (-0.22886, -3.78756, -4.40319)  0.00
H (0.58040, -1.80002, -5.37861)  0.00
H (-0.59445, 0.52452, -5.09715)  0.00
H (-1.94333, -0.34834, -4.34238)  0.00
H (-1.62208, -0.58213, -6.05791)  0.00
H (-0.00172, -0.94204, -2.77759)  0.00

Cartesian forces, eV/Å:
-1.1 -0.8 -0.2
-1.4 0.1 0.4
1.0 -0.1 -0.4
0.3 0.0 -1.4
-0.3 -0.6 0.5
0.0 1.3 -0.5
0.8 -1.0 0.6
-0.7 0.2 0.3
0.1 0.2 0.2
0.1 0.1 0.2
-0.1 0.1 1.1
1.0 0.6 0.9
-1.4 0.9 0.1
0.2 -0.5 -0.6
-0.5 -0.6 -1.0
-0.1 0.2 -0.4
0.0 -0.3 -0.5
0.4 -0.2 0.5
0.0 0.1 0.3
-0.1 -0.3 -0.7
0.8 0.0 -0.2
-0.1 0.0 0.7
0.6 -1.1 0.8
-1.4 -1.2 1.0
-0.4 -1.9 -0.2
0.4 0.9 -1.1
-0.6 0.1 -1.3
-0.2 0.7 0.4
0.8 0.5 0.0
0.8 0.6 -0.1
-0.1 0.5 -0.1
0.0 0.4 -0.2
0.1 0.7 -0.4
-0.3 -0.1 0.9
1.1 0.6 -0.9
1.1 -0.8 0.4
-0.6 0.6 -0.9
1.3 1.1 1.4
-0.9 0.4 0.3
0.0 0.0 0.0
-0.1 0.0 0.5
-1.0 -0.5 -0.9
-0.4 -0.9 0.2
0.7 -0.1 0.3
0.6 0.5 0.3
-1.7 -0.4 -0.5
-1.5 2.2 -1.8
1.2 -1.5 -0.2
-0.1 -1.1 0.1
0.4 -0.1 0.5
0.1 -0.3 -0.2
1.1 -0.2 0.6
0.1 -0.2 0.2
-0.5 -0.1 0.2
0.2 1.5 0.1
-0.7 -0.1 0.2
-0.3 -0.4 0.3
0.1 0.5 0.2
-0.8 0.1 0.1
-0.5 -2.1 2.2
0.1 1.2 1.1
0.4 0.0 -0.7
0.4 -0.4 -0.3
0.1 0.0 0.2
0.4 0.8 -0.1
-0.5 0.8 -0.9
-0.4 -0.2 -0.4
0.4 0.2 -0.8
0.3 -0.5 -0.1
0.2 0.0 -0.2
-0.5 -0.7 0.4
-0.1 -0.2 1.2
1.5 1.1 -0.3
-1.4 -0.9 -1.5
0.4 0.8 0.0
0.2 0.3 -0.5
0.1 0.0 -0.2
0.3 -0.3 -0.6
-1.0 0.1 1.1
-0.1 0.4 -0.4
-0.5 -0.7 -0.5
1.2 0.5 1.0
-1.0 1.3 -1.1
1.8 1.0 0.6
0.5 -2.9 0.1
-0.2 -0.4 1.4
0.7 -0.6 -0.4
0.1 0.1 0.3
0.1 -0.6 1.0
-0.4 0.0 0.5
-0.8 0.2 0.2
-1.0 1.1 -0.8
0.8 1.0 -0.5
-0.6 -0.1 -1.3
-1.7 0.0 1.8
0.0 0.9 -0.6
0.1 -1.8 -0.5
-1.1 -0.6 0.3
0.1 0.2 -0.1
0.8 0.1 -0.1
0.1 -0.5 -1.3
0.7 0.9 -0.1
-0.1 0.4 1.0
0.0 0.0 -0.2
0.3 -0.6 0.0
1.1 0.8 -0.4
0.3 -1.4 1.1
1.1 0.6 0.1
1.4 0.9 0.9
0.4 -0.3 0.0
-0.4 0.2 -0.1
-0.4 0.2 -0.3
-0.8 0.2 -0.3
-0.2 0.1 -0.7
0.0 -0.1 0.2
-0.8 0.7 -0.3
-0.4 -1.6 -0.6
-0.1 0.6 0.1
0.6 -1.2 1.4
-1.5 -0.6 0.4
1.0 0.6 -0.1
-0.7 0.3 -0.9
0.0 0.2 -0.2
0.2 0.5 -0.5
0.1 -0.1 -0.1
0.0 0.4 0.0
0.2 -0.2 0.5
-0.3 0.9 0.0
-0.1 -0.3 -0.1
0.3 -0.7 -0.4
-0.1 -1.3 -0.6
-0.1 2.8 0.9
-0.7 -2.3 -0.5
-0.6 -0.3 0.0
-0.9 0.5 -0.7
0.1 0.6 0.1
1.2 0.2 0.4
0.2 -0.4 0.0
0.1 0.4 -0.6
-0.1 -0.3 0.0
0.6 0.1 1.2
0.4 -0.1 -0.1
1.9 0.1 0.2
-1.0 -1.5 -3.2
-0.2 1.1 0.1
1.9 -0.1 1.5
-0.6 -0.6 0.1
-0.9 -0.1 0.4
-0.4 0.8 0.4
0.6 0.3 1.4
0.1 0.3 -0.8
0.5 -0.6 0.1
0.1 0.1 0.7
-1.4 0.6 -0.9
1.7 -0.6 -0.3
-2.6 1.0 1.2
-0.4 -0.9 0.0
-1.9 -0.2 1.4
-0.3 0.3 -1.0
0.2 0.5 0.9
-0.5 0.7 0.2
0.9 -0.3 -1.4
0.2 -0.1 0.0
0.5 -0.1 -0.2
0.6 -0.1 0.6
1.5 -0.4 -1.4

=====

Below is a structure of composition C37H36BBr2F2N5OSSr, with properties calculated with ωB97M-V with the def2-TZVPD basis set.

The energy above the lowest of the compared OMol25 structures with the same formula, charge and spin is 0.0000 eV. Its LUMO energy is 0.04 eV. The molecular weight is 895.0 g/mol. The total energy comes out at -206323.889 eV. Its HOMO energy is -6.65 eV.

Each line ends with the Mulliken charge.
Atoms and positions in Å:
Sr (0.55867, -1.01788, 1.27115)  1.01
C (3.75598, -0.50486, 3.78693)  -2.69
C (2.24639, -0.42051, 3.85976)  1.35
C (1.49231, -1.51520, 4.31438)  1.35
C (2.20223, -2.77975, 4.74157)  -2.29
C (0.10247, -1.39569, 4.44077)  1.56
C (-0.73020, -2.56713, 4.91104)  -2.75
C (-0.52467, -0.17123, 4.16262)  1.13
C (-1.99153, -0.00562, 4.49171)  -2.23
C (0.21476, 0.89689, 3.64969)  1.29
C (-0.44871, 2.17369, 3.19509)  -2.61
C (1.60617, 0.78217, 3.52539)  0.93
C (2.39715, 1.97281, 3.03682)  -2.44
H (4.19782, 0.03642, 4.62842)  0.45
H (4.14039, -0.05925, 2.87026)  0.52
H (4.11786, -1.52711, 3.81374)  0.53
H (1.55593, -3.43200, 5.32211)  0.47
H (3.06134, -2.53705, 5.36609)  0.48
H (2.57583, -3.33991, 3.88084)  0.26
H (-0.75825, -2.62727, 6.00285)  0.44
H (-0.33254, -3.50886, 4.53948)  0.53
H (-1.75698, -2.49230, 4.55963)  0.44
H (-2.25493, 1.04073, 4.61828)  0.52
H (-2.23040, -0.51069, 5.42661)  0.47
H (-2.64900, -0.42557, 3.72719)  0.23
H (-0.36831, 2.95859, 3.95194)  0.39
H (-1.50313, 2.03277, 2.96947)  0.46
H (0.02621, 2.53946, 2.28494)  0.44
H (1.96807, 2.90233, 3.40708)  0.45
H (2.38742, 2.01899, 1.94330)  0.29
H (3.43093, 1.93072, 3.36830)  0.54
Br (-2.92879, 7.82697, -9.22951)  -0.20
C (-2.17317, 6.84885, -7.79031)  0.16
C (-2.67138, 5.59001, -7.48853)  -0.63
C (-2.12196, 4.87354, -6.43945)  -0.14
C (-1.07668, 5.41591, -5.69430)  0.00
C (-0.58078, 6.67178, -6.02221)  -0.22
C (-1.13003, 7.39889, -7.06711)  -0.48
N (-0.43909, 4.75596, -4.60914)  -0.57
N (-1.06090, 3.76777, -4.17552)  0.22
C (-0.49473, 3.10809, -3.08680)  -0.02
C (0.74177, 3.41701, -2.54499)  -0.49
C (1.26325, 2.71476, -1.47292)  -1.30
C (0.56485, 1.66078, -0.86615)  -0.15
O (1.04973, 0.98403, 0.10176)  0.01
C (-0.74190, 1.33069, -1.40872)  -0.75
N (-1.42641, 0.31491, -0.80934)  0.47
C (-2.57613, -0.04010, -1.32974)  -0.02
C (-3.15450, 0.58472, -2.44808)  -1.26
C (-2.50122, 1.62927, -3.03289)  -0.48
C (-1.24872, 2.03655, -2.52200)  1.27
H (-3.47904, 5.17435, -8.07523)  0.39
H (-2.49006, 3.88755, -6.19376)  0.36
H (0.24056, 7.07104, -5.44121)  0.43
H (-0.74987, 8.37917, -7.31882)  0.39
H (1.30762, 4.22382, -2.99161)  0.44
H (2.24396, 2.95412, -1.08158)  0.43
H (-3.08705, -0.88032, -0.87329)  0.36
H (-4.10499, 0.23132, -2.82531)  0.44
H (-2.91268, 2.14956, -3.88607)  0.45
S (3.34656, -2.48080, 1.21614)  -0.18
C (3.51834, -3.48066, -0.14280)  0.41
N (2.60749, -3.42959, -1.14126)  0.31
C (2.67468, -4.14038, -2.28187)  -0.08
C (3.71762, -4.98872, -2.50343)  -0.79
C (4.69180, -5.10243, -1.49622)  -0.11
C (4.59992, -4.37135, -0.34242)  -0.82
H (1.73696, -2.85310, -0.95508)  -0.44
H (1.86051, -3.97099, -2.97396)  0.43
H (3.78175, -5.54935, -3.42343)  0.41
H (5.52863, -5.77559, -1.63547)  0.37
H (5.34414, -4.44543, 0.43662)  0.42
Br (0.01226, -4.50819, 1.70397)  -0.03
C (-1.70718, -3.73819, 1.51944)  0.03
C (-2.80588, -4.56007, 1.34117)  -0.82
C (-4.04188, -3.95046, 1.22693)  -0.35
C (-4.12638, -2.56764, 1.29217)  -0.97
C (-2.96181, -1.84530, 1.46037)  -1.30
N (-1.75882, -2.41979, 1.57685)  1.06
H (-2.68703, -5.63174, 1.29032)  0.49
H (-4.93047, -4.55097, 1.08309)  0.40
H (-5.07390, -2.05591, 1.19932)  0.46
H (-2.97209, -0.76198, 1.47992)  0.96
F (-1.33281, -2.93228, -1.42609)  -0.21
B (-0.09848, -2.33545, -1.33474)  -0.03
F (0.32515, -2.08234, -2.61421)  -0.28

Cartesian forces, eV/Å:
0.1 0.0 -0.7
-0.1 0.1 0.0
0.2 0.1 0.0
0.1 -0.1 0.0
-0.1 0.0 0.0
0.0 -0.1 0.0
0.0 0.0 0.0
-0.2 -0.1 0.0
0.0 0.0 0.0
0.0 0.1 -0.1
0.0 0.0 0.0
0.2 0.0 -0.1
0.0 -0.1 0.0
0.0 0.0 0.0
0.0 0.0 0.0
0.0 0.0 0.0
0.0 0.0 0.0
0.0 0.0 0.0
0.0 0.0 0.0
0.0 0.0 0.0
0.0 0.0 0.0
0.0 0.0 0.0
0.0 0.0 0.0
0.0 0.0 0.0
0.0 0.0 0.0
0.0 0.0 0.0
0.0 0.0 0.0
0.0 0.0 0.0
0.0 0.0 0.0
0.0 0.0 0.0
0.0 0.0 0.0
0.0 0.0 0.0
0.0 0.0 0.0
0.0 0.0 0.0
0.0 0.0 0.0
0.0 -0.1 -0.1
0.0 0.0 0.0
0.0 0.0 0.0
0.0 0.1 0.1
-0.2 0.1 0.0
0.1 -0.2 0.0
0.0 0.0 0.0
0.0 0.0 0.1
0.0 -0.1 -0.2
0.1 -0.1 0.6
-0.1 0.0 0.0
0.1 0.0 0.0
0.0 0.0 0.0
0.0 0.0 0.0
0.0 0.0 0.0
0.0 0.0 0.0
0.0 0.0 0.0
0.0 0.0 0.0
0.0 0.0 0.0
0.0 0.0 0.0
0.0 0.0 0.0
0.0 0.0 0.0
0.0 0.0 0.0
0.0 0.0 0.0
0.0 0.0 0.0
-0.1 0.0 0.2
0.0 0.0 -0.3
0.0 -0.1 0.1
0.0 0.1 0.0
0.0 0.0 0.0
0.0 0.0 0.0
0.0 0.0 0.0
0.0 0.0 -0.1
0.0 0.0 0.0
0.0 0.0 0.0
0.0 0.0 0.0
0.0 0.0 0.0
0.0 0.0 0.0
0.0 0.1 0.0
0.0 0.0 0.0
0.0 0.0 0.0
0.0 0.0 0.0
0.1 0.0 0.0
-0.1 0.0 0.1
0.0 0.0 0.0
0.0 0.0 0.0
0.0 0.0 0.0
0.0 0.0 0.0
0.0 0.1 0.1
-0.2 -0.1 -0.2
0.0 0.0 0.0

=====

Below is the ion C2HBrO5S with charge -2 in a non-equilibrium geometry, with properties calculated with ωB97M-V with the def2-TZVPD basis set.

Its LUMO energy is 5.51 eV. The molecular weight is 217.0 g/mol. The total energy comes out at -93203.849 eV. The total charge is -2. Its HOMO energy is -0.05 eV.

Each line ends with the natural charge from an NBO analysis.
Atoms and positions in Å:
C (1.64641, -0.32286, 1.59729)  0.99
C (-1.86133, 0.40652, -0.28869)  -0.92
O (1.55241, -1.53217, 1.73707)  -0.74
O (-0.17677, -1.44280, -1.08810)  -1.00
O (2.41556, 0.53018, 2.05043)  -0.76
O (0.41950, 0.82453, -1.74612)  -1.02
O (0.66260, 0.26351, 0.61835)  -0.87
S (-0.18042, -0.03301, -0.73683)  2.31
Br (-2.72830, -0.09327, -1.90186)  -0.13
H (-1.74965, 1.39936, -0.24154)  0.14

Cartesian forces, eV/Å:
0.8 -0.8 -0.4
1.9 -3.8 1.0
-0.1 -0.1 0.2
0.5 0.2 0.2
-0.8 0.0 -0.2
0.1 0.3 0.0
-1.1 1.1 -1.0
0.5 -1.3 1.5
-1.5 0.1 -1.3
-0.2 4.2 -0.1